# 1
This record from the Open Molecules 2025 dataset describes a cluster of 2 separate species, C4H10OS in total at a distorted geometry. The level of theory is wB97M-V/def2-TZVPD.

Element x y z (Å)
H 1.436846 -0.686175 0.870988
C 1.514812 1.318573 2.427476
C 1.312052 0.030338 2.676876
H 1.892542 1.567018 1.442828
C -1.071694 -0.119998 -3.157620
H -1.881675 -1.155701 -0.661346
O 1.504183 -0.981004 1.779002
H 0.886388 -0.372901 3.568918
H -1.415292 0.451290 -0.153547
H -1.657609 0.717945 -2.780498
H -0.485799 0.215452 -4.006612
C -1.020599 -0.538198 -0.396486
H -0.552442 -0.917668 0.471513
H 1.177853 2.007351 3.187048
S 0.076795 -0.597669 -1.842321
H -1.716365 -0.938647 -3.426222

Atomic forces in eV per Å
H 0.30 0.40 -0.22
C -0.40 -0.91 0.18
C -0.16 0.13 -1.03
H 0.00 0.55 0.19
C 0.17 0.44 0.73
H 0.02 -0.12 0.35
O 0.04 -0.54 0.43
H 0.01 0.00 0.68
H 0.30 0.14 -0.25
H -0.09 0.01 -0.21
H 0.03 -0.07 -0.08
C -1.25 0.35 -1.39
H 0.58 -0.61 0.72
H 0.35 0.38 -0.24
S 0.34 0.13 0.31
H -0.24 -0.29 -0.17

Summary:
Net charge: 0
Total energy, hartree: -631.78119
Highest occupied orbital energy, eV: -8.70
HOMO-LUMO gap, eV: 9.7
ΔE to the lowest compared entry with this formula, charge and spin, kcal/mol: 27.3
SMILES: C=CO.CSC


# 2
This record from the Open Molecules 2025 dataset describes a cluster of 2 separate species, C4H10OS2 in total at a distorted geometry. The level of theory is wB97M-V/def2-TZVPD.

Element x y z (Å)
O -0.140265 0.368766 -1.519081
H -2.050140 0.940611 1.492956
S -1.189801 -1.177160 2.357843
C 2.136073 0.811410 -2.279618
H -2.893224 -2.862792 1.270504
C 1.208122 0.273626 -1.205814
H -1.890559 0.914701 3.243351
H -0.277003 0.034035 -2.422622
H 1.896386 1.842546 -2.560564
H 1.042064 -0.373100 0.839738
C 1.652183 -0.092458 0.005053
H 3.166880 0.802152 -1.873571
H 2.712880 -0.102882 0.212130
S -1.980510 -2.098444 0.662996
C -2.199108 0.354560 2.409376
H 2.021388 0.189653 -3.186984
H -3.215368 0.174774 2.554306

Atomic forces in eV per Å
O 0.55 -0.32 0.03
H -0.03 -0.19 0.20
S 0.52 1.26 1.84
C 0.10 -0.56 0.28
H -0.15 -0.10 0.04
C 0.23 0.65 0.43
H 0.68 0.86 1.06
H 0.00 0.14 0.43
H -0.17 -0.14 0.16
H -0.62 -0.23 0.01
C -0.13 0.24 -0.74
H -0.47 -0.17 -0.58
H 0.12 0.20 -0.24
S -0.72 -0.90 -1.89
C 1.45 -0.30 -1.27
H 0.40 0.23 0.23
H -1.77 -0.67 -0.01

Summary:
Spin multiplicity: 2
Net charge: -1
Total energy, hartree: -1029.95615
Highest occupied orbital energy (alpha / beta), eV: 0.63 / -4.68
HOMO-LUMO gap (alpha / beta), eV: 2.6 / 7.9
ΔE to the lowest compared entry with this formula, charge and spin, kcal/mol: 45.8


# 3
This record from the Open Molecules 2025 dataset describes a cluster of 3 separate species, C4H10OS2 in total at a distorted geometry. The level of theory is wB97M-V/def2-TZVPD.

Element x y z (Å)
H 0.369461 0.317807 -1.596959
H -4.412689 0.422363 -0.645963
C -4.042999 0.393930 0.377161
H 2.952546 -0.513661 0.502269
H 2.008148 0.663443 -0.996804
C 1.018177 -0.926968 -0.015734
H -4.565394 -0.261828 1.139297
H -3.888700 1.408531 0.729689
O 3.594792 0.714946 -0.848942
H 2.395146 -2.306886 0.858243
S -2.323708 -0.322515 0.284644
H 0.509176 1.266194 -0.060118
H 4.436877 0.877109 -1.307275
C 2.255581 -1.344368 0.380546
S -1.303569 0.581924 1.733428
H 0.045978 -1.395072 0.129786
C 0.951184 0.425047 -0.663274

Atomic forces in eV per Å
H -0.44 0.24 0.43
H -0.36 -0.37 0.21
C 1.04 -0.87 0.94
H 0.53 -0.62 -0.43
H -0.42 0.62 0.43
C 0.71 1.27 0.03
H 0.16 0.99 -1.25
H -0.26 0.00 0.19
O 0.90 -0.17 -0.06
H 0.26 -0.09 -0.27
S -0.05 0.97 1.11
H 0.32 -0.39 -0.02
H -0.38 0.13 0.01
C -2.00 0.60 1.14
S -0.53 -0.61 -1.47
H 0.60 -0.91 -0.23
C -0.09 -0.78 -0.75

Summary:
Net charge: 0
Total energy, hartree: -1029.74285
Highest occupied orbital energy, eV: -7.39
HOMO-LUMO gap, eV: 3.1
ΔE to the lowest compared entry with this formula, charge and spin, kcal/mol: 181.3


# 4
This record from the Open Molecules 2025 dataset describes an isolated molecule of C4H10P2 at a distorted geometry. The level of theory is wB97M-V/def2-TZVPD.

Element x y z (Å)
P -2.514760 0.049018 1.534392
H 0.102960 1.046927 0.919493
H -0.923677 1.400249 -0.702173
C -0.272857 0.655306 -0.038466
H -1.856677 1.114628 2.093001
H 2.541560 0.681313 0.187166
H 2.867739 -0.452806 -1.110845
H -0.661867 -1.435626 0.958410
H -2.282385 -0.698711 2.675602
H -1.359173 -1.117731 -0.447306
C -1.081688 -0.589652 0.488900
C 0.774692 0.149746 -0.969177
C 2.154378 -0.102032 -0.415263
P 0.802077 -0.034726 -2.635093
H -0.581911 0.153244 -2.849217
H 2.291589 -0.819146 0.310577

Atomic forces in eV per Å
P -0.62 -0.71 -1.22
H 0.33 0.79 -0.86
H 0.91 -1.55 2.10
C -1.01 -0.62 -0.43
H 0.57 0.84 0.25
H 0.40 1.66 -0.08
H 0.75 0.24 -1.29
H 1.73 -0.19 1.14
H 0.05 -0.54 0.50
H -0.95 0.53 0.39
C -1.79 0.98 -2.13
C 1.91 0.27 -0.26
C -0.53 0.74 -0.04
P -0.57 -0.28 0.26
H -0.28 0.29 -0.16
H -0.90 -2.45 1.83

Summary:
Net charge: 0
Total energy, hartree: -841.00378
Highest occupied orbital energy, eV: -8.85
HOMO-LUMO gap, eV: 9.2
ΔE to the lowest compared entry with this formula, charge and spin, kcal/mol: 19.3
SMILES: [H]/P=C(/C)CCP


# 5
This record from the Open Molecules 2025 dataset describes a cluster of 2 separate species, C4H10PS2 in total at a distorted geometry. The level of theory is wB97M-V/def2-TZVPD.

Element x y z (Å)
P -0.618956 -0.113120 0.421815
H -1.356470 -2.008158 -1.057560
S 4.246024 2.044969 -2.900791
S 1.371479 0.137298 -0.067424
H -0.731605 2.302161 0.708228
H -1.037985 -0.521527 -2.018580
H -1.802275 -1.579174 2.169609
C -0.721943 -1.288082 1.859964
C -1.426627 1.500063 0.810571
H -0.224261 -2.220236 1.614636
H -2.640740 -0.661685 -1.127972
H -0.424265 -0.992006 2.855554
C 5.162915 0.988275 -2.481665
H -2.398531 1.624224 0.371301
H -1.626924 1.300334 1.844990
H 5.804522 0.328215 -1.935919
C -1.574360 -0.841551 -1.066758

Atomic forces in eV per Å
P 1.22 -0.11 -1.57
H -0.65 2.30 0.16
S -0.40 0.05 -0.33
S -1.62 -0.18 0.32
H 0.27 0.51 -0.24
H -0.74 0.02 1.37
H 1.26 0.44 -1.25
C -2.84 -0.54 0.30
C 0.12 -1.96 0.67
H 0.20 0.06 -0.25
H -0.08 0.13 0.27
H 0.97 0.87 -0.17
C -0.13 0.41 0.71
H -0.18 0.17 -0.64
H -0.14 0.58 0.96
H 0.32 -0.56 -0.20
C 2.41 -2.18 -0.11

Summary:
Net charge: +1
Total energy, hartree: -1295.77608
Highest occupied orbital energy, eV: -10.89
HOMO-LUMO gap, eV: 4.0
ΔE to the lowest compared entry with this formula, charge and spin, kcal/mol: 46.0


# 6
This record from the Open Molecules 2025 dataset describes a cluster of 2 separate species, C4H10S in total. The level of theory is wB97M-V/def2-TZVPD.

Element x y z (Å)
H -0.476507 -1.376107 -0.987675
C 1.164938 1.757787 -0.131729
H 1.681194 2.652759 0.212523
C -2.382375 -1.701940 -0.292784
H 2.814504 0.417183 0.212185
C 1.773998 0.512032 0.514640
H -0.441331 2.212788 1.465829
H -0.827967 -3.150761 -0.619715
H 1.678351 0.546754 1.602757
C -1.159034 -2.117864 -0.592651
S -0.598087 1.987469 0.155836
H -3.177834 -2.417211 -0.125260
H 1.299353 1.696105 -1.213156
H 1.236460 -0.373636 0.182071
H -2.585661 -0.645358 -0.382873

Atomic forces in eV per Å
H 0.36 -0.05 0.32
C 0.59 -0.21 -0.05
H 0.04 0.03 -0.11
C 0.36 -0.53 -0.55
H 0.14 -0.01 0.17
C -0.55 0.16 -0.10
H -0.21 0.00 0.07
H -0.20 0.05 0.12
H 0.20 0.04 -0.08
C -0.13 0.28 -0.49
S -0.11 -0.03 0.10
H -0.09 0.21 0.43
H -0.10 0.11 0.02
H 0.02 -0.08 -0.02
H -0.32 0.03 0.17

Summary:
Net charge: 0
Total energy, hartree: -556.54252
Highest occupied orbital energy, eV: -9.07
HOMO-LUMO gap, eV: 10.0
ΔE to the lowest compared entry with this formula, charge and spin, kcal/mol: 24.8
SMILES: C=C.CCS